Formula: C48H45F15NO25PS
Source: OMol25
Level of theory: wB97M-V/def2-TZVPD

Cartesian coordinates (Å):
C  4.2022  -4.2203  1.2991
C  5.2464  -3.1079  1.0424
O  4.5269  -1.9017  0.7247
C  4.7661  -1.4960  -0.6123
C  3.6841  -0.4244  -0.9915
O  3.0949  0.0906  0.1836
C  1.6884  0.1863  0.1215
C  1.0803  -0.9655  0.9578
O  -0.2481  -1.2176  0.4823
C  -0.3354  -2.4130  -0.2429
C  -1.6778  -2.6614  -0.9155
C  -2.5219  -1.6033  -1.2117
C  -3.7493  -1.8365  -1.8157
C  -4.1409  -3.1390  -2.0617
C  -5.4895  -3.2503  -2.7323
C  -6.6410  -2.8496  -2.0640
C  -7.8534  -2.9126  -2.7231
C  -7.8452  -3.3578  -4.0305
N  -6.7819  -3.7581  -4.7098
C  -5.6415  -3.6747  -4.0415
C  -3.3149  -4.2305  -1.7403
S  -4.0056  -5.8550  -2.0696
O  -4.3485  -6.0538  -3.4454
O  -3.1777  -6.9450  -1.6613
C  -5.5474  -6.2047  -1.0257
F  -5.7174  -7.5192  -1.2333
F  -6.6637  -5.6356  -1.4942
C  -5.3433  -6.0495  0.5256
F  -4.0466  -6.0040  0.8736
F  -5.8313  -7.1562  1.1320
C  -6.0305  -4.8285  1.2076
F  -5.4173  -4.6823  2.4035
F  -5.7187  -3.7167  0.5140
C  -7.5595  -4.9790  1.5315
F  -8.1050  -3.7581  1.5535
F  -7.6643  -5.4468  2.7866
F  -8.2131  -5.8202  0.7484
C  -2.0387  -3.9817  -1.2084
P  -0.8923  -5.4257  -0.9494
O  -0.7887  -6.0263  -2.2765
O  -1.3699  -6.4181  0.1906
O  0.6232  -5.0462  -0.5418
C  -4.6305  -0.6306  -2.1580
O  -5.1955  -0.5004  -3.2193
C  -4.6568  0.3929  -1.0366
C  -5.8027  1.0342  -0.6529
C  -5.7354  1.9303  0.4028
C  -4.5347  2.1218  1.0425
C  -3.3665  1.4938  0.6572
C  -2.0234  1.6848  1.3605
C  -1.1189  2.8106  0.7732
C  -1.9677  3.8313  0.0253
F  -0.4888  3.4463  1.8479
C  -3.4338  0.6212  -0.4207
C  -2.2424  -0.1224  -0.9827
O  -1.2169  0.4559  -1.2685
H  3.2961  -4.0548  0.7054
H  4.6467  -5.1913  1.0528
H  3.8983  -4.1775  2.3504
H  5.9153  -3.3886  0.2233
H  5.8115  -2.8864  1.9493
H  4.6604  -2.3573  -1.2938
H  5.7825  -1.0858  -0.6847
H  4.2091  0.3882  -1.5147
H  2.9660  -0.9069  -1.6667
H  1.2801  0.1050  -0.8947
H  1.3449  1.1449  0.5311
H  1.0267  -0.7082  2.0210
H  1.7114  -1.8578  0.8446
H  0.5318  -2.5267  -0.9178
H  -0.2299  -3.2110  0.5127
H  -6.6264  -2.4674  -1.0479
H  -8.7850  -2.5940  -2.2689
H  -8.8027  -3.3814  -4.5557
H  -4.7370  -3.9681  -4.5732
H  -1.1211  -6.1006  1.0736
H  0.9991  -4.3790  -1.1264
H  -6.7386  0.8523  -1.1755
H  -6.6333  2.4599  0.7048
H  -4.5077  2.8035  1.8907
H  -1.5089  0.7227  1.2307
H  -2.1540  1.7889  2.4435
H  -0.3628  2.3888  0.1067
H  -2.8040  4.1942  0.6316
H  -1.3342  4.7097  -0.1441
H  -2.2820  3.4954  -0.9659
C  9.4888  -2.7282  -1.8714
C  10.3427  -3.4486  -0.8593
O  9.9653  -2.8325  0.3582
C  8.6738  -2.4193  0.2021
O  7.9561  -2.1052  1.0890
O  8.3166  -2.4247  -1.1105
F  11.6617  -3.2287  -1.0748
H  9.9505  -1.8012  -2.2149
H  9.2470  -3.3441  -2.7345
H  10.1598  -4.5231  -0.7960
C  -3.3188  2.0111  -5.0735
C  -3.9811  3.1146  -5.8619
O  -3.9906  4.1865  -4.9354
C  -2.9212  3.9952  -4.1092
O  -2.4762  4.8056  -3.3712
O  -2.4300  2.7349  -4.2281
F  -5.2592  2.8035  -6.1848
H  -4.0322  1.4576  -4.4591
H  -2.7791  1.3125  -5.7095
H  -3.4420  3.4110  -6.7640
C  2.0383  6.2049  1.8739
C  1.8746  5.7669  0.4440
O  2.7462  6.6465  -0.2540
C  3.7387  6.9751  0.6140
O  4.7704  7.4736  0.2972
O  3.4051  6.6543  1.8866
F  0.6117  5.9655  0.0028
H  1.3814  7.0362  2.1323
H  1.8806  5.4009  2.5836
H  2.1692  4.7338  0.2500
C  2.0573  5.7927  6.7809
C  2.3258  4.3124  6.6859
O  1.3646  3.8853  5.7363
C  1.1311  4.9481  4.9161
O  0.5914  4.8789  3.8616
O  1.6052  6.0980  5.4584
F  2.0904  3.6875  7.8637
H  1.2681  6.0237  7.4978
H  2.9447  6.3676  7.0344
H  3.3262  4.0553  6.3324
C  7.0324  6.9797  2.3177
C  7.4787  5.5903  2.6867
O  8.7401  5.4917  2.0547
C  9.2468  6.7624  1.9984
O  10.3812  7.0200  1.7779
O  8.2797  7.6820  2.2366
F  6.6505  4.6464  2.1692
H  6.5310  7.0144  1.3514
H  6.3806  7.4251  3.0661
H  7.5951  5.4192  3.7594

Cartesian forces (eV/Å) of the 6 atoms listed first:
0.5543 0.3577 0.1403
-1.3022 0.0220 0.1821
0.4782 -0.4923 -0.5066
-0.5922 0.4572 0.4183
1.2538 -0.4981 0.3102
-0.4029 0.4912 -0.6293

Its multiplicity is 1. The frontier orbital gap comes out at 7.9 eV. The SMILES is CCOCCOCCOCc1c2c(c(-c3cccnc3)c(S(=O)(=O)C(F)(F)C(F)(F)C(F)(F)C(F)(F)F)c1P(=O)(O)O)C(=O)c1cccc(C[C@@H](C)F)c1C2=O.O=C1OC[C@@H](F)O1.O=C1OC[C@@H](F)O1.O=C1OC[C@@H](F)O1.O=C1OC[C@@H](F)O1.O=C1OC[C@@H](F)O1.

Formula: C48H46N5OP3Tl
Source: OMol25
Level of theory: wB97M-V/def2-TZVPD

Cartesian coordinates (Å):
Tl  1.3124  -0.0095  1.6506
C  5.0576  -0.1829  3.7174
P  3.6014  0.8141  3.2594
C  3.0459  1.5220  4.8443
C  4.3054  2.1864  2.3087
C  4.9028  3.2555  2.9763
C  5.4821  4.2947  2.2658
C  5.4676  4.2773  0.8776
C  4.8646  3.2276  0.2019
C  4.2806  2.1718  0.9020
P  3.4887  0.8052  0.0040
C  4.8584  -0.3509  -0.3373
C  3.0961  1.4595  -1.6470
H  5.8007  0.4755  4.1688
H  5.4895  -0.6598  2.8395
H  4.7691  -0.9532  4.4329
H  3.8856  1.7739  5.4922
H  2.4284  0.7820  5.3559
H  2.4405  2.4097  4.6614
H  4.9286  3.2767  4.0589
H  5.9486  5.1152  2.7948
H  5.9287  5.0817  0.3200
H  4.8652  3.2332  -0.8806
H  5.7091  0.2170  -0.7145
H  4.5373  -1.0733  -1.0887
H  5.1541  -0.8894  0.5615
H  4.0024  1.5973  -2.2365
H  2.5554  2.4013  -1.5619
H  2.4598  0.7347  -2.1581
N  -0.3635  1.7242  2.8296
C  -0.8180  1.2854  4.1088
C  -1.0441  2.1982  5.1289
C  -1.4999  1.7680  6.3640
C  -1.7232  0.4165  6.6004
C  -1.4601  -0.5067  5.6075
C  -1.0154  -0.0812  4.3499
P  -0.5449  -1.3116  3.1412
C  -1.8529  -1.6160  1.9635
C  -1.7712  -2.7202  1.1106
C  -2.7102  -2.8784  0.1051
C  -3.7172  -1.9331  -0.0620
C  -3.8204  -0.8546  0.8075
C  -2.8861  -0.6865  1.8184
C  -0.0696  -2.7934  4.0112
C  -0.9400  -3.8802  4.1112
C  -0.5558  -4.9864  4.8549
C  0.6800  -5.0092  5.4874
C  1.5503  -3.9290  5.3763
C  1.1827  -2.8238  4.6307
H  -1.0554  1.5426  2.1066
H  -0.1877  2.7214  2.8454
H  -0.8735  3.2555  4.9568
H  -1.6878  2.4920  7.1457
H  -2.0956  0.0861  7.5607
H  -1.6081  -1.5625  5.7964
H  -0.9949  -3.4627  1.2533
H  -2.6611  -3.7392  -0.5492
H  -4.4350  -2.0450  -0.8646
H  -4.6376  -0.1527  0.7047
H  -2.9825  0.1376  2.5181
H  -1.9116  -3.8541  3.6345
H  -1.2262  -5.8312  4.9408
H  0.9703  -5.8745  6.0686
H  2.5129  -3.9580  5.8696
H  1.8602  -1.9825  4.5217
C  -5.5109  -0.9571  -10.7099
O  -5.1976  0.2372  -9.9950
C  -4.5532  0.1579  -8.8323
C  -4.2650  1.3762  -8.2062
C  -3.6154  1.3986  -6.9984
C  -3.2174  0.2077  -6.3776
C  -3.5059  -1.0020  -7.0064
C  -4.1674  -1.0356  -8.2178
C  -2.4910  0.1935  -5.1227
N  -1.9551  -0.8826  -4.5651
C  -1.3569  -0.4474  -3.4284
C  -1.5223  0.9147  -3.2649
N  -2.2428  1.3112  -4.3629
C  -0.9873  1.6223  -2.1590
C  -1.0776  3.0151  -1.9740
C  -0.4870  3.5966  -0.8812
C  0.1718  2.7769  0.0368
N  0.2393  1.4594  -0.0933
C  -0.2997  0.8678  -1.1775
C  -0.1148  -0.5568  -1.3429
N  0.5898  -1.2303  -0.4097
C  0.8423  -2.5172  -0.5849
C  0.4071  -3.2344  -1.7018
C  -0.3304  -2.5777  -2.6540
C  -0.6124  -1.2130  -2.4799
H  -6.0071  -0.6366  -11.6186
H  -6.1832  -1.5951  -10.1339
H  -4.6045  -1.5090  -10.9644
H  -4.5655  2.2886  -8.7035
H  -3.4062  2.3611  -6.5439
H  -3.2050  -1.9215  -6.5231
H  -4.3872  -1.9858  -8.6827
H  -2.5923  2.2336  -4.5574
H  -1.5989  3.6229  -2.7029
H  -0.5246  4.6657  -0.7237
H  0.6712  3.2064  0.8981
H  1.4281  -3.0064  0.1874
H  0.6524  -4.2833  -1.7968
H  -0.6908  -3.0695  -3.5493

Cartesian forces (eV/Å) of the 6 atoms listed first:
0.2754 0.0886 -0.3687
-0.2247 -0.2102 -0.1058
-0.3221 0.1671 0.3770
-0.0142 -0.0863 -0.0688
-0.1242 -0.0231 -0.0659
0.0060 -0.0201 -0.0115

Its multiplicity is 1. The frontier orbital gap comes out at 4.0 eV. Its net charge is +3.

Formula: C48H46NO13S
Source: OMol25
Level of theory: wB97M-V/def2-TZVPD

Cartesian coordinates (Å):
C  -5.9367  -2.5773  1.6706
C  -4.6624  -2.9780  1.5922
C  -3.6831  -2.7300  0.4697
C  -3.2435  -1.2778  0.2059
S  -4.6814  -0.3950  -0.5497
C  -2.7834  -0.5203  1.4591
C  -1.3286  -0.7431  1.9005
C  -0.9915  0.4142  2.8645
C  -1.1800  -2.0368  2.7026
N  -0.3445  -0.6956  0.7821
O  0.5579  -1.6017  0.8249
C  -0.9030  -0.4213  -0.5665
C  -1.1683  1.0803  -0.7660
C  0.1681  -0.7817  -1.6106
C  -2.1105  -1.3028  -0.8628
H  -6.5336  -2.8995  2.5159
H  -6.4197  -1.9204  0.9635
H  -4.2676  -3.5361  2.4358
H  -2.7681  -3.2733  0.7024
H  -4.0357  -3.1428  -0.4783
H  -4.3756  0.8952  -0.3495
H  -2.9757  0.5407  1.3129
H  -3.4079  -0.8047  2.3055
H  -1.1281  1.3628  2.3408
H  0.0451  0.3551  3.1866
H  -1.6801  0.3926  3.7068
H  -2.0599  -2.1930  3.3278
H  -1.1038  -2.9108  2.0583
H  -0.3169  -2.0065  3.3518
H  -0.1990  1.5826  -0.7635
H  -1.6611  1.2620  -1.7157
H  -1.7249  1.5185  0.0612
H  0.3058  -1.8527  -1.7196
H  1.0950  -0.2513  -1.4386
H  -0.2193  -0.4169  -2.5665
H  -2.4968  -1.0604  -1.8469
H  -1.7491  -2.3301  -0.9375
C  -7.7875  4.6535  -2.3241
C  -6.7459  4.6172  -3.1508
C  -5.8481  3.4360  -3.2061
O  -4.8967  3.4032  -3.9564
C  -6.1585  2.2974  -2.3061
C  -7.2003  2.3328  -1.4792
C  -8.0979  3.5143  -1.4230
O  -9.0480  3.5484  -0.6723
H  -8.4545  5.5041  -2.2663
H  -6.5021  5.4359  -3.8157
H  -5.4932  1.4457  -2.3675
H  -7.4425  1.5121  -0.8150
C  -1.0269  -2.8584  -5.0897
C  -0.9595  -2.4859  -6.3649
C  -2.1828  -2.1360  -7.1306
O  -2.1229  -1.7991  -8.2923
C  -3.4833  -2.2146  -6.4175
C  -3.5501  -2.5869  -5.1423
C  -2.3271  -2.9382  -4.3799
O  -2.3867  -3.2710  -3.2149
H  -0.1485  -3.1162  -4.5115
H  -0.0224  -2.4193  -6.9024
H  -4.3614  -1.9529  -6.9939
H  -4.4864  -2.6502  -4.6022
C  4.6853  3.7411  -1.8124
C  4.1327  2.7785  -2.5492
C  3.3030  1.7128  -1.9405
O  2.8002  0.8362  -2.6138
C  3.1053  1.7526  -0.4685
C  3.6535  2.7108  0.2732
C  4.4843  3.7803  -0.3396
O  4.9763  4.6528  0.3426
H  5.2974  4.5330  -2.2433
H  4.2614  2.7260  -3.6233
H  2.4976  0.9631  -0.0408
H  3.5238  2.7598  1.3471
C  1.5781  -6.1639  4.3016
C  2.2490  -7.1398  3.6967
C  2.5972  -7.0533  2.2545
O  3.2071  -7.9428  1.7031
C  2.1694  -5.8371  1.5178
C  1.4970  -4.8605  2.1221
C  1.1500  -4.9485  3.5624
O  0.5404  -4.0562  4.1158
H  1.3121  -6.2110  5.3507
H  2.5711  -8.0333  4.2160
H  2.4356  -5.7948  0.4694
H  1.1762  -3.9624  1.6040
C  7.2021  9.6734  -2.6450
C  7.1094  8.4268  -2.1902
C  6.3348  7.3987  -2.9247
O  6.2506  6.2624  -2.5055
C  5.6662  7.8071  -4.1838
C  5.7582  9.0532  -4.6393
C  6.5349  10.0857  -3.9059
O  6.6201  11.2196  -4.3216
H  7.7612  10.4414  -2.1263
H  7.5861  8.1030  -1.2740
H  5.1063  7.0386  -4.7016
H  5.2791  9.3747  -5.5550
C  2.7151  -3.8340  6.5848
C  3.5579  -2.9094  6.1326
C  4.5995  -2.3216  7.0114
O  5.3670  -1.4777  6.6029
C  4.6653  -2.8070  8.4140
C  3.8229  -3.7321  8.8657
C  2.7824  -4.3186  7.9846
O  2.0158  -5.1660  8.3912
H  1.9508  -4.2695  5.9609
H  3.5254  -2.5426  5.1139
H  5.4327  -2.3655  9.0369
H  3.8534  -4.1000  9.8834

Cartesian forces (eV/Å) of the 6 atoms listed first:
0.5964 -0.2967 0.2541
-0.6105 0.3789 -0.0539
-0.0452 0.1895 0.1533
0.4046 0.6692 -0.5634
-0.5674 -0.2106 0.0782
-0.1931 -0.1802 -0.2106

Its multiplicity is 2. The frontier orbital gap (spin up / spin down) comes out at 6.6 / 7.5 eV.

Formula: C48H47BrN2O3PtS3SbTe
Source: OMol25
Level of theory: wB97M-V/def2-TZVPD

Cartesian coordinates (Å):
Pt  -1.5096  -1.7618  0.9690
S  -5.1479  -3.0207  -1.6300
C  -4.1062  -1.9485  -2.4723
C  -3.2030  -1.4165  -1.6167
N  -3.3413  -1.8321  -0.3166
C  -4.3149  -2.6792  -0.1794
H  -4.1967  -1.7839  -3.5323
H  -2.4136  -0.7171  -1.8476
H  -4.5915  -3.0967  0.7782
Br  -2.6148  -2.5159  8.7896
C  -2.0412  -2.5885  6.9654
C  -0.7740  -3.0731  6.6853
C  -0.3769  -3.1269  5.3583
C  -1.2209  -2.6888  4.3455
C  -2.4832  -2.1933  4.6437
C  -2.8993  -2.1588  5.9749
C  -3.4662  -1.6715  3.5917
O  -4.6484  -1.5932  3.9459
O  -3.0351  -1.3232  2.4476
H  -0.1203  -3.3982  7.4833
H  0.6050  -3.5084  5.1064
H  -0.8987  -2.7376  3.3143
H  -3.8938  -1.7963  6.1929
S  -0.6495  1.2437  1.7471
Sb  -1.1632  5.5011  2.6393
C  -0.3848  3.9992  3.9514
C  0.9975  3.9606  4.1195
C  1.5912  2.9830  4.9041
C  0.8035  2.0385  5.5473
C  -0.5753  2.0902  5.4166
C  -1.1658  3.0685  4.6278
C  -0.5620  4.6913  0.7590
C  0.7844  4.7934  0.4147
C  1.2465  4.2994  -0.7952
C  0.3625  3.7081  -1.6884
C  -0.9827  3.6293  -1.3669
C  -1.4439  4.1206  -0.1524
C  -3.2028  4.8481  2.6428
C  -3.5769  3.5279  2.3802
C  -4.9113  3.1489  2.4193
C  -5.8930  4.0844  2.7206
C  -5.5361  5.3982  2.9861
C  -4.1982  5.7739  2.9474
H  1.6314  4.6768  3.6052
H  2.6698  2.9489  5.0000
H  1.2633  1.2534  6.1344
H  -1.1955  1.3444  5.8982
H  -2.2424  3.0717  4.5203
H  1.4925  5.2428  1.1047
H  2.2993  4.3554  -1.0427
H  0.7304  3.2922  -2.6173
H  -1.6743  3.1562  -2.0533
H  -2.4959  4.0312  0.0864
H  -2.8288  2.7731  2.1582
H  -5.1751  2.1173  2.2216
H  -6.9340  3.7863  2.7544
H  -6.2970  6.1314  3.2269
H  -3.9301  6.8037  3.1603
S  0.1826  -0.5430  1.8130
C  -0.7622  -4.7242  0.4451
C  0.1547  -3.6880  -0.2299
O  1.2699  -4.1227  -0.5809
N  -0.3077  -2.4600  -0.4935
Te  1.1763  -0.9589  -1.5414
C  2.6960  0.3329  -2.7070
C  2.6448  0.6206  -4.0755
C  1.5809  0.0215  -4.9628
C  3.5742  1.4812  -4.6675
C  4.5747  2.0906  -3.9282
C  5.5860  3.0019  -4.5741
C  4.6224  1.8222  -2.5643
C  3.7097  0.9643  -1.9556
C  3.8418  0.7352  -0.4671
C  1.5840  -2.5177  -2.9509
C  0.6245  -2.9797  -3.8511
C  -0.7589  -2.4065  -3.9576
C  0.9409  -4.0094  -4.7422
C  2.1923  -4.5909  -4.7737
C  2.5152  -5.7125  -5.7257
C  3.1393  -4.1300  -3.8670
C  2.8542  -3.1285  -2.9489
C  3.9062  -2.7826  -1.9352
H  -0.1998  -5.2843  1.1944
H  -1.0768  -5.4255  -0.3331
H  -1.6548  -4.2984  0.9092
H  0.6503  -0.1169  -4.4097
H  1.8776  -0.9650  -5.3303
H  1.3900  0.6648  -5.8261
H  3.5030  1.6879  -5.7338
H  5.3129  3.2183  -5.6085
H  6.5821  2.5503  -4.5815
H  5.6659  3.9527  -4.0414
H  5.3964  2.2891  -1.9582
H  4.7806  1.1529  -0.0937
H  3.8032  -0.3274  -0.2265
H  3.0200  1.1966  0.0860
H  -0.9160  -1.6260  -3.2228
H  -1.5084  -3.1814  -3.7838
H  -0.9222  -1.9918  -4.9590
H  0.1734  -4.3561  -5.4309
H  1.7527  -5.8015  -6.5015
H  2.5698  -6.6712  -5.2023
H  3.4791  -5.5542  -6.2150
H  4.1241  -4.5897  -3.8481
H  4.7417  -3.4831  -2.0040
H  3.4678  -2.8497  -0.9377
H  4.2848  -1.7694  -2.0742

Cartesian forces (eV/Å) of the 6 atoms listed first:
-0.5677 0.8924 -0.1917
-0.0697 0.0390 -0.0110
-0.0081 0.0457 -0.0480
-0.0597 0.0802 0.0353
0.4634 -0.8699 -0.1160
-0.0680 0.1646 0.1933

Its multiplicity is 2. The frontier orbital gap (spin up / spin down) comes out at 5.0 / 5.0 eV. Its net charge is -2.

The calculation returns the following total energy values, one per record and in order: -164067.8628; -92560.2067; -89455.3593; -179288.2808 eV.